Record 1
8
Properties=species:S:1:pos:R:3:forces:R:3 method="wB97M-V/def2-TZVPD" homo_lumo_gap_ev=6.636 e_tot_ha=-522.23443 lumo_ev=-8.14 e_homo_ev=-14.78 total_charge=+1 de_lowest_kj_mol=211.7
C 0.640 -1.640 1.445 0.81 3.21 -0.69
C -0.551 -0.490 0.383 0.52 0.63 0.25
C 0.696 0.264 0.825 1.75 0.60 -4.04
N -0.484 -1.724 0.787 -0.81 -1.71 0.19
N 1.455 -0.751 1.620 0.31 -2.54 1.06
I 0.627 2.130 1.775 -0.15 -0.27 -0.23
H -1.374 -0.117 -0.211 -0.04 0.07 -0.09
H 1.478 0.300 -0.368 -2.38 0.01 3.55

Record 2
18
Properties=species:S:1:pos:R:3:forces:R:3 method="wB97M-V/def2-TZVPD" homo_lumo_gap_ev=10.917 e_tot_ha=-289.95475 lumo_ev=1.07 e_homo_ev=-9.84 de_lowest_kj_mol=44.4
C 1.573 -0.439 -0.395 -0.21 0.08 0.08
C 1.418 0.063 1.027 -0.02 0.12 0.24
C 0.078 0.807 0.976 -0.06 0.16 0.22
C -0.863 -0.120 0.197 0.16 0.02 0.05
C -2.141 0.519 -0.345 0.05 -0.02 -0.07
C 0.095 -0.705 -0.818 0.51 0.01 0.18
N -0.168 -1.357 -1.873 0.38 0.20 0.68
H 2.256 -1.305 -0.480 -0.62 0.14 -0.03
H 0.810 -1.565 -2.054 -0.16 -0.87 -1.76
H 2.009 0.330 -1.058 -0.33 -0.07 0.22
H 1.340 -0.807 1.691 0.00 0.21 0.05
H 2.245 0.687 1.370 -0.07 -0.04 0.02
H -0.301 1.066 1.963 -0.03 0.10 -0.01
H 0.210 1.729 0.390 -0.05 -0.05 0.20
H -1.153 -0.959 0.851 0.11 0.11 -0.06
H -2.770 0.883 0.479 0.18 -0.09 -0.16
H -1.911 1.371 -0.994 0.01 -0.10 0.07
H -2.727 -0.198 -0.928 0.15 0.09 0.08

Record 3
12
Properties=species:S:1:pos:R:3:forces:R:3 method="wB97M-V/def2-TZVPD" homo_lumo_gap_ev=8.762 e_tot_ha=-302.58595 lumo_ev=0.76 e_homo_ev=-8.00 de_lowest_kj_mol=281.3
C -1.878 0.282 -0.303 -0.14 0.04 -0.06
N -0.564 -0.069 0.185 0.30 -0.05 -0.13
C 0.416 -0.386 -0.617 -0.11 0.07 0.11
N 1.615 -0.533 -0.060 -0.05 -0.01 -0.14
C 1.619 0.179 1.380 0.56 0.06 0.26
O 2.680 0.238 1.916 -0.66 -0.04 -0.31
H -2.112 1.325 -0.068 0.05 -0.13 -0.01
H -1.941 0.160 -1.393 0.06 0.01 0.16
H -2.648 -0.350 0.152 0.16 0.09 -0.02
H 0.267 -0.483 -1.698 0.01 0.00 0.12
H 2.434 -0.633 -0.647 -0.09 0.01 0.07
H 0.111 0.269 1.154 -0.09 -0.04 -0.05

Record 4
40
Properties=species:S:1:pos:R:3:forces:R:3 method="wB97M-V/def2-TZVPD" homo_lumo_gap_ev="6.859 / 6.347" e_tot_ha=-3328.45198 multiplicity=8 lumo_ev="4.44 / 3.56" e_homo_ev="-2.42 / -2.79" total_charge=-2
Fe 4.644 14.180 8.473 2.70 -0.07 -0.02
Pd 7.501 14.689 7.178 -0.60 -0.57 -0.34
O 5.606 13.630 6.629 -0.94 -0.22 0.08
H 5.197 12.762 6.810 1.01 0.15 0.01
P 3.816 11.942 9.627 4.90 -1.83 2.30
O 3.172 13.022 8.682 -2.54 -0.64 0.15
O 5.307 12.489 9.490 -2.19 -1.31 0.13
O 3.667 10.408 9.523 -0.81 2.50 -0.81
O 3.513 12.087 11.182 -0.80 0.32 -1.23
P 7.377 15.723 9.777 -1.91 2.50 0.12
O 6.472 16.769 10.478 2.60 -1.34 -0.92
O 8.037 14.695 10.747 0.75 0.22 0.94
O 8.240 16.064 8.544 1.79 1.88 0.95
O 6.505 14.708 9.065 -3.07 -1.72 -0.64
C 0.561 11.884 6.989 -0.28 0.14 -1.38
C -0.083 12.751 8.008 -0.42 -1.26 1.42
O 0.526 12.566 9.267 -0.33 0.81 0.48
O 1.722 12.527 6.523 -0.61 -0.41 -1.47
H -0.190 11.821 6.202 0.14 0.45 -0.91
H 0.700 10.816 7.158 0.33 0.01 1.13
H -1.111 12.468 8.237 -0.37 -0.03 -0.56
H -0.061 13.760 7.596 0.07 0.30 0.27
H 1.366 13.032 9.254 0.56 -0.02 0.08
H 2.368 12.628 7.226 0.20 -0.13 0.69
C 4.218 15.060 4.096 0.24 -1.38 1.56
C 2.913 15.861 4.099 -0.95 -0.31 -0.80
O 3.113 17.038 4.822 0.80 1.67 0.81
O 4.092 13.689 4.517 -1.59 0.78 -2.08
H 4.836 15.578 4.829 0.22 0.10 0.05
H 4.761 15.077 3.151 -0.28 0.24 -0.34
H 2.012 15.434 4.538 0.43 -1.24 0.05
H 2.596 16.147 3.096 0.21 -0.18 -0.52
H 2.532 17.732 4.505 -0.02 -0.13 0.03
H 4.747 13.447 5.175 0.77 0.79 0.84
C 6.971 10.847 5.656 -0.24 -0.09 0.07
O 7.393 10.574 6.944 0.88 -0.62 1.33
H 6.979 9.877 5.159 -0.09 0.15 -0.41
H 5.954 11.234 5.716 -0.02 0.13 -0.70
H 7.667 11.545 5.191 -0.26 0.13 -0.51
H 7.543 11.390 7.427 -0.29 0.22 0.17